Below is a structure of composition C26H28BrF3NO2TcTe in a non-equilibrium geometry, with properties calculated with ωB97M-V/def2-TZVPD.

Computed properties:
Spin multiplicity: 4
ΔE to the lowest compared entry with this formula, charge and spin in kcal/mol: 5.7
Maximum force in hartree/bohr: 0.129
Total charge: -1
E_tot in Ha: -4435.22899
HOMO level (alpha / beta) in Eh: -0.1327 / -0.1408

Atoms and positions in Å:
Tc: -0.1278 -0.6093 2.3555
F: 0.3717 -3.1414 3.7486
C: -0.1522 -1.8935 4.0349
F: 0.7248 -1.3575 4.9175
F: -1.3202 -2.1364 4.6792
C: 2.4203 3.3904 3.0330
C: 2.1106 2.7633 1.6805
C: 2.3280 3.4638 0.4488
C: 1.9019 2.9606 -0.7507
C: 2.0979 3.6758 -2.0445
C: 1.1307 1.7706 -0.8047
C: 0.7491 1.1423 0.4342
C: 1.4717 1.5458 1.6026
N: -0.2944 0.2166 0.5249
C: -1.5296 0.2930 -0.3470
C: -2.7253 -0.5848 0.2222
C: -3.9134 -0.5561 -0.7863
C: -3.5698 -0.9311 -2.2348
C: -2.4058 -0.0407 -2.6889
C: -2.8889 1.3995 -2.7232
C: -3.2760 1.8120 -1.2849
C: -4.3812 0.8963 -0.8025
C: -2.0468 1.7304 -0.3888
C: -1.2133 -0.2146 -1.7451
H: 2.5369 4.4861 2.9079
H: 3.3828 3.0060 3.4029
H: 1.5673 3.2858 3.7487
H: 2.8653 4.4116 0.5088
H: 2.4830 4.6914 -1.9522
H: 1.1325 3.5960 -2.6214
H: 2.9215 3.1658 -2.5826
H: 0.8320 1.3812 -1.7920
H: 1.4436 0.9183 2.5001
H: -3.1414 -0.2425 1.1930
H: -2.4744 -1.6877 0.3591
H: -4.7585 -1.1663 -0.4166
H: -4.3946 -0.8612 -2.9658
H: -3.2506 -1.9699 -2.2562
H: -2.0799 -0.3492 -3.6883
H: -3.7493 1.4815 -3.3811
H: -2.1047 2.0012 -3.1896
H: -3.6232 2.8585 -1.3237
H: -5.3222 1.0540 -1.3630
H: -4.6917 1.1787 0.2134
H: -2.3489 2.0030 0.6384
H: -1.3016 2.4899 -0.7079
H: -0.3996 0.3842 -2.0876
H: -0.9249 -1.3169 -1.7182
Br: 2.3340 -6.3456 -2.1379
C: 2.8144 -5.0462 -0.8606
C: 4.1571 -4.7302 -0.8279
C: 4.5896 -3.6321 -0.0739
C: 3.7355 -2.9995 0.8080
C: 2.3563 -3.2822 0.8318
C: 1.9417 -4.3446 -0.0107
C: 1.4814 -2.3015 1.2862
O: 0.1971 -2.4588 1.1345
O: 1.8649 -1.2433 1.9909
H: 4.9279 -5.2195 -1.4212
H: 5.5829 -3.2162 -0.1310
H: 4.2020 -2.3444 1.5413
H: 0.9041 -4.6119 0.1313
Te: -1.1503 1.3816 3.2326